Record 1
Entry from the OMol25 dataset: a structure of composition C49H108ClN5O5P2 at a distorted geometry (the ωB97M-V functional and the def2-TZVPD basis).

Geometry as XYZ:
```
170
Properties=species:S:1:pos:R:3:lowdin_charge:R:1
Cl -0.58764 1.13319 0.21800 0.862
O -0.21347 0.83854 -1.18118 -0.325
O 0.58759 0.73942 1.00315 -0.602
O -1.02162 2.51806 0.43315 -0.360
O -1.66870 0.30540 0.53918 -0.337
C 4.59431 4.35977 -2.25192 -0.035
C 3.37863 5.31729 -2.12958 -0.143
N 2.12048 4.64493 -1.97031 -0.061
C 1.12517 4.82672 -1.03201 -0.059
C 0.15854 3.81559 -1.18357 0.040
N 0.48139 3.30945 -2.46893 -0.027
C 1.66787 3.79750 -2.92210 0.061
C -0.33588 2.34842 -3.23004 -0.003
H 4.62354 3.75742 -3.15990 0.084
H 4.53290 3.65611 -1.42175 0.047
H 5.56998 4.80741 -2.06278 0.100
H 3.34123 5.96737 -3.00371 0.143
H 3.49824 5.93113 -1.23683 0.133
H 1.10546 5.58117 -0.25947 0.101
H -0.77505 3.52624 -0.72415 0.089
H 2.20533 3.37439 -3.75787 0.181
H 0.06208 1.33592 -3.29762 0.038
H -0.75083 2.58561 -4.20966 0.125
H -1.25365 2.27201 -2.64699 0.097
C 2.27528 1.79346 1.07584 -0.101
C 2.64688 3.29745 0.69595 -0.022
N 2.54037 4.23102 1.89558 0.002
C 2.95966 4.01282 3.15850 -0.030
C 2.62381 5.05435 3.98975 0.042
N 1.83189 5.87619 3.18485 -0.083
C 1.81249 5.40091 1.90364 -0.002
C 1.13165 7.14719 3.55956 0.050
H 1.43695 1.59783 1.74445 0.014
H 3.08403 1.40417 1.69428 -0.016
H 2.28619 1.15558 0.19205 0.068
H 2.05221 3.82963 -0.04652 0.033
H 3.65445 3.43464 0.30342 0.112
H 3.53698 3.12101 3.35290 0.134
H 2.87323 5.22863 5.02600 0.152
H 1.15860 5.81837 1.15227 0.123
H 0.65157 6.99693 4.52653 0.109
H 0.33750 7.39862 2.85656 0.102
H 1.88529 7.93128 3.48649 0.116
C 6.52247 -4.97367 0.04387 -0.117
C 6.04768 -3.78624 0.73905 -0.302
C 4.76984 -3.03768 0.21875 -0.213
C 4.59358 -1.80639 1.15490 -0.190
P 2.78820 -1.26041 1.21184 1.088
C 1.82678 -2.62995 1.89039 -0.238
C 0.42787 -2.39621 2.59924 -0.127
C -0.67181 -2.13177 1.43386 -0.214
C -0.76387 -3.25619 0.45869 -0.133
C 2.61824 0.09488 2.42831 -0.295
C 3.07540 -0.25020 3.79286 -0.200
C 2.38817 0.66337 4.82839 -0.246
C 2.59268 0.21997 6.27992 -0.068
C 2.08455 -0.81518 -0.34918 -0.251
C 2.31551 -1.92739 -1.41997 -0.161
C 1.43311 -1.97064 -2.73969 -0.190
C 1.07654 -0.66374 -3.41329 -0.154
H 5.74728 -5.72047 0.21558 0.082
H 7.44252 -5.41659 0.42522 0.100
H 6.49607 -4.78213 -1.02884 0.088
H 6.91203 -3.12219 0.74480 0.121
H 5.82037 -4.14175 1.74406 0.115
H 4.01187 -3.81990 0.17734 0.112
H 5.01069 -2.60960 -0.75430 0.105
H 5.03935 -0.84751 0.89043 0.106
H 4.76323 -2.15762 2.17272 0.094
H 2.57504 -2.94217 2.61890 0.091
H 1.73945 -3.36645 1.09161 0.081
H 0.64890 -1.59721 3.30695 0.079
H 0.17386 -3.25697 3.21785 0.124
H -0.67750 -1.15372 0.95272 0.060
H -1.48414 -2.13937 2.16061 0.085
H -0.33328 -3.00842 -0.51152 0.053
H -1.84975 -3.23117 0.36743 0.041
H -0.42310 -4.17443 0.93703 0.132
H 1.58942 0.43469 2.30928 0.053
H 3.25066 0.90668 2.06898 0.015
H 4.15972 -0.23025 3.90212 0.135
H 2.85120 -1.24286 4.18333 0.111
H 1.31100 0.66053 4.66168 0.070
H 2.82354 1.64434 4.63797 0.090
H 2.12712 0.90657 6.98698 0.076
H 3.60547 0.11170 6.66806 0.092
H 1.97713 -0.67239 6.39345 0.084
H 2.55351 0.15579 -0.50853 0.076
H 1.01900 -0.58767 -0.31864 0.069
H 2.22159 -2.93540 -1.01599 0.085
H 3.31209 -1.78980 -1.83948 0.104
H 0.44821 -2.29376 -2.40256 0.054
H 1.78209 -2.62058 -3.54212 0.134
H 0.67779 0.03551 -2.67834 0.037
H 0.36317 -0.82425 -4.22165 -0.041
H 2.03206 -0.23014 -3.70838 0.110
C -0.91110 -0.75261 -6.15408 -0.024
C -0.99374 -0.71136 -4.60512 -0.334
C -2.41877 -0.39817 -4.15797 -0.156
C -2.64188 -0.72167 -2.62497 -0.229
P -3.64180 -2.19916 -2.11328 1.102
C -2.63077 -3.79409 -2.54564 -0.189
C -1.30293 -4.04706 -1.83974 -0.276
C -0.23739 -4.99132 -2.51456 -0.187
C -0.20104 -5.07019 -4.04721 -0.089
C -3.67514 -2.13099 -0.26447 -0.210
C -4.11868 -0.72329 0.37120 -0.189
C -3.90238 -0.72600 1.88305 -0.268
C -4.62739 0.44484 2.46204 -0.092
C -5.28396 -2.13625 -2.87143 -0.267
C -5.63148 -2.96927 -4.11134 -0.236
C -6.84759 -2.47014 -4.88605 -0.273
C -6.72992 -1.19434 -5.64939 -0.119
H 0.01976 -1.14489 -6.56361 0.089
H -1.15082 0.20005 -6.62640 0.094
H -1.53712 -1.58378 -6.47868 0.085
H -0.42449 0.14452 -4.24246 0.048
H -0.53508 -1.58078 -4.13411 0.097
H -2.96175 -1.11979 -4.76834 0.097
H -2.70437 0.63251 -4.36826 0.122
H -3.03675 0.14297 -2.09150 0.079
H -1.65520 -0.89457 -2.19523 0.065
H -2.55782 -3.93468 -3.62407 0.082
H -3.35807 -4.53431 -2.21216 0.099
H -1.57761 -4.26530 -0.80774 0.068
H -0.76821 -3.09783 -1.87355 0.034
H -0.38333 -6.01232 -2.16191 0.116
H 0.74138 -4.61100 -2.22219 0.089
H -0.15766 -4.05338 -4.43749 0.051
H -1.12485 -5.38365 -4.53344 0.076
H 0.65155 -5.61636 -4.45082 0.092
H -2.61914 -2.19504 -0.00207 0.027
H -4.12803 -3.05329 0.09933 0.121
H -5.18076 -0.58019 0.17222 0.113
H -3.59615 0.13524 -0.05068 0.082
H -2.81612 -0.66427 1.94898 0.048
H -3.98357 -1.63698 2.47603 0.132
H -4.63724 0.39216 3.55072 0.071
H -5.58839 0.63780 1.98524 0.109
H -4.09255 1.28929 2.02737 0.050
H -5.40664 -1.06985 -3.06075 0.095
H -6.05551 -2.31264 -2.12197 0.111
H -5.90596 -3.92865 -3.67277 0.115
H -4.85561 -3.15921 -4.85300 0.110
H -7.73803 -2.37837 -4.26411 0.124
H -6.92056 -3.09241 -5.77798 0.121
H -6.97851 -0.33738 -5.02335 0.074
H -7.43404 -1.18745 -6.48141 0.091
H -5.71563 -1.20487 -6.04840 0.075
C -2.35348 2.34163 2.47136 -0.046
N -1.36315 2.25578 3.58441 -0.229
C -0.16735 1.46531 2.95797 -0.013
C -0.86498 3.63486 3.98828 0.031
C -1.94295 1.56398 4.94027 0.018
C -2.70846 0.21961 4.66890 -0.218
O -1.95657 -0.78083 4.07587 -0.049
H -2.54011 1.37037 2.01318 0.057
H -2.14230 3.04606 1.66682 0.102
H -3.28673 2.71144 2.89607 0.123
H 0.26733 2.09475 2.18147 0.080
H -0.48908 0.49798 2.57214 0.104
H 0.57727 1.36438 3.74757 0.071
H -0.36064 4.21780 3.21761 0.087
H -0.11140 3.32505 4.71232 0.105
H -1.75763 4.16782 4.31574 0.122
H -2.64916 2.25228 5.40461 0.134
H -1.22171 1.67301 5.75022 0.129
H -3.60474 0.46065 4.09735 0.039
H -3.14303 -0.11010 5.61259 0.153
H -2.27924 -1.61469 4.42538 0.122
```

Summary:
* E_HOMO: -17.519 eV
* net charge: +4
* largest force on an atom: 0.289 hartree/bohr
* gap between HOMO and LUMO: 8.7 eV

Record 2
Entry from the OMol25 dataset: a cluster of 9 separate species, C49H108F7N8O11S5 in total at a distorted geometry (the ωB97M-V functional and the def2-TZVPD basis).

Geometry as XYZ:
```
188
Properties=species:S:1:pos:R:3:lowdin_charge:R:1
C -6.69938 -3.95276 -2.04481 -0.080
C -5.20381 -4.35415 -2.12338 -0.199
C -4.75422 -5.31143 -0.97725 -0.109
N -3.30254 -5.14442 -0.59312 -0.232
C -2.35410 -5.61598 -1.71587 0.038
C -2.96903 -3.68833 -0.23599 -0.083
C -2.16180 -3.79264 1.06143 -0.142
C -2.85351 -4.97265 1.77670 -0.126
C -3.03566 -5.96910 0.63954 -0.115
H -6.95319 -3.21283 -2.80389 0.077
H -7.04449 -3.47692 -1.12690 0.073
H -7.34278 -4.79646 -2.29446 0.087
H -4.55804 -3.48211 -2.22642 0.097
H -5.08004 -4.97842 -3.00829 0.112
H -4.86392 -6.36969 -1.21417 0.142
H -5.31064 -5.24980 -0.04201 0.137
H -2.66060 -5.13359 -2.64402 0.099
H -2.27962 -6.67965 -1.94210 0.117
H -1.32310 -5.28983 -1.57897 0.099
H -2.37269 -3.15567 -0.97677 0.112
H -3.90146 -3.16061 -0.03552 0.137
H -1.09250 -3.98535 0.97460 0.091
H -2.36833 -2.89348 1.64190 0.104
H -2.22302 -5.49945 2.49300 0.124
H -3.81487 -4.67020 2.19192 0.125
H -2.10310 -6.51654 0.50262 0.118
H -3.76761 -6.76442 0.78035 0.146
C -0.95492 4.05142 -1.50089 -0.084
C -2.45808 3.76419 -1.44462 -0.204
C -2.66961 2.45013 -0.61528 -0.087
N -4.17725 2.24356 -0.28488 -0.183
C -4.71072 3.27718 0.74991 0.058
C -4.50079 0.76174 0.12904 -0.072
C -5.97941 0.49776 -0.23428 -0.134
C -6.30559 1.56793 -1.26759 -0.151
C -5.02091 2.36496 -1.62257 -0.065
H -0.69731 4.81594 -2.23384 0.088
H -0.33426 3.18300 -1.72163 0.059
H -0.62061 4.38709 -0.51922 0.040
H -2.85851 3.67437 -2.45441 0.100
H -3.03108 4.58906 -1.02113 0.112
H -2.27408 2.79034 0.34175 0.101
H -2.05980 1.64126 -1.01773 0.113
H -4.49443 2.94719 1.76600 0.079
H -5.76402 3.41387 0.50502 0.108
H -4.23655 4.25010 0.62075 0.090
H -4.33945 0.68346 1.20418 0.102
H -3.82859 0.10184 -0.41939 0.112
H -6.59148 0.64960 0.65478 0.122
H -6.08529 -0.47723 -0.70998 0.107
H -6.98767 2.30433 -0.84265 0.110
H -6.88634 1.25420 -2.13501 0.126
H -5.32448 3.40632 -1.72979 0.129
H -4.44816 2.20071 -2.53531 0.126
C -1.21032 -1.24502 -4.04808 -0.091
C 0.21489 -0.85211 -4.41839 -0.227
C 0.93906 -2.01768 -5.01469 -0.130
N 2.45150 -1.77568 -5.22620 -0.180
C 3.14338 -1.39743 -3.83514 0.048
C 2.65495 -0.63933 -6.28561 -0.093
C 3.70988 -1.10116 -7.22614 -0.161
C 3.46076 -2.57897 -7.36845 -0.141
C 3.07731 -3.02803 -5.94020 -0.062
H -1.32597 -2.02514 -3.29566 0.052
H -1.86246 -1.55181 -4.86581 0.084
H -1.73953 -0.46747 -3.49719 0.069
H 0.69247 -0.50342 -3.50273 0.080
H 0.22565 -0.02780 -5.13147 0.118
H 0.58433 -2.18175 -6.03222 0.142
H 0.84388 -2.92076 -4.41180 0.135
H 2.81412 -0.38936 -3.58317 0.060
H 4.20341 -1.30509 -4.07161 0.097
H 3.00789 -2.12558 -3.03542 0.092
H 3.05725 0.18465 -5.69627 0.093
H 1.73223 -0.42048 -6.82299 0.145
H 4.67069 -0.93736 -6.73816 0.127
H 3.71163 -0.61402 -8.20123 0.143
H 4.30596 -3.21123 -7.64046 0.132
H 2.68611 -2.74464 -8.11717 0.128
H 3.98633 -3.21621 -5.36891 0.124
H 2.41991 -3.89747 -5.93895 0.130
C 2.12320 -0.35406 4.51732 -0.079
C 0.80516 0.40098 4.46196 -0.224
C -0.38215 -0.44164 4.93262 -0.124
N -1.79125 0.09300 4.70275 -0.228
C -2.07753 0.21582 3.17722 0.069
C -2.80510 -0.79311 5.38537 -0.117
C -4.01582 0.08518 5.59028 -0.157
C -3.46701 1.46962 5.94885 -0.104
C -1.99942 1.38912 5.53070 -0.061
H 2.82184 0.27708 3.96807 0.065
H 2.11581 -1.30765 3.98938 0.060
H 2.41668 -0.58560 5.54122 0.092
H 0.62655 0.80506 3.46551 0.085
H 0.97837 1.30186 5.05063 0.123
H -0.26187 -0.73022 5.97682 0.137
H -0.37809 -1.45380 4.52813 0.129
H -3.12462 0.51016 3.10604 0.087
H -1.95001 -0.79112 2.77985 0.086
H -1.39416 0.94547 2.74278 0.076
H -2.94058 -1.66238 4.74185 0.129
H -2.39403 -1.16306 6.32466 0.144
H -4.71204 0.05031 4.75234 0.110
H -4.68094 -0.34347 6.33992 0.129
H -4.10457 2.22233 5.48511 0.118
H -3.47146 1.55157 7.03576 0.129
H -1.79214 2.10472 4.73506 0.092
H -1.32592 1.46398 6.38446 0.149
C 2.97474 2.75383 2.29739 -0.075
C 3.10506 4.28894 2.38330 -0.179
C 3.75313 4.86398 1.05387 -0.037
N 3.66141 6.48410 0.90153 -0.232
C 4.44236 7.19526 1.97760 0.030
C 2.21878 6.97926 0.87891 -0.103
C 1.61750 6.74473 -0.51756 -0.107
C 2.90622 6.67057 -1.38123 -0.152
C 4.14547 6.90237 -0.52737 -0.056
H 2.27507 2.45547 1.51665 0.046
H 2.44949 2.40400 3.18612 0.061
H 3.89634 2.21837 2.06928 0.085
H 3.75967 4.57066 3.20806 0.107
H 2.17422 4.83579 2.53360 0.091
H 3.18206 4.45918 0.21832 0.102
H 4.82495 4.66606 1.04259 0.129
H 4.23795 8.26572 1.95588 0.117
H 5.47696 6.93128 1.75847 0.112
H 4.20835 6.75572 2.94721 0.103
H 2.26394 8.06185 0.99750 0.134
H 1.55925 6.76343 1.71946 0.133
H 0.98768 7.55275 -0.88976 0.130
H 1.04811 5.82136 -0.62385 0.082
H 2.97856 7.37344 -2.21120 0.127
H 2.84111 5.70353 -1.87992 0.084
H 4.31386 7.97788 -0.47240 0.140
H 5.04876 6.33154 -0.74259 0.136
C 5.19331 -1.59799 0.07616 -0.074
C 4.30588 -2.46290 1.00831 -0.199
C 4.26079 -3.92412 0.48673 -0.094
N 3.33139 -4.89053 1.26081 -0.226
C 3.57321 -4.94819 2.84645 0.097
C 1.86814 -4.58082 0.90456 -0.108
C 1.18819 -5.86373 1.32099 -0.175
C 2.10197 -6.94700 0.85410 -0.136
C 3.43471 -6.26965 0.71761 -0.133
H 4.78469 -1.39236 -0.91321 0.053
H 6.23370 -1.92271 0.06019 0.092
H 5.21458 -0.60294 0.52059 0.071
H 3.29820 -2.09018 1.19209 0.088
H 4.73766 -2.48709 2.00885 0.109
H 5.22054 -4.43913 0.52827 0.141
H 3.87822 -3.94092 -0.53380 0.125
H 3.16606 -5.81550 3.36616 0.111
H 3.10252 -4.02927 3.19592 0.094
H 4.65857 -4.91679 2.94184 0.111
H 1.53800 -3.63983 1.34462 0.103
H 1.75632 -4.47186 -0.17420 0.131
H 1.05149 -5.88462 2.40219 0.121
H 0.20218 -5.89146 0.85717 0.097
H 2.08584 -7.79830 1.53464 0.134
H 1.76154 -7.35901 -0.09587 0.129
H 4.32136 -6.75127 1.12992 0.148
H 3.77182 -6.13697 -0.31042 0.134
C 1.12384 0.39715 -0.17961 -0.707
F 2.34954 0.13137 0.26372 0.136
F 0.38363 1.17315 0.60972 0.119
F 1.18423 0.97233 -1.32767 0.162
S 0.16316 -1.23005 -0.28962 0.529
O 0.21448 -1.73940 1.05961 -0.340
O -1.21414 -0.80628 -0.73207 -0.366
O 0.82821 -2.04899 -1.35977 -0.364
N 4.16300 1.75788 -3.85045 -0.089
S 3.11013 3.02231 -4.17729 0.617
O 3.47150 4.44597 -4.16881 -0.184
O 1.68347 2.70935 -3.93428 -0.217
F 3.17184 2.77545 -5.75873 -0.158
S 4.56536 2.32630 -2.53987 0.448
O 3.53657 2.55051 -1.50538 -0.171
O 5.66820 3.23581 -2.56574 -0.072
F 5.29464 0.98814 -2.04502 -0.151
N -2.55531 3.82721 3.28208 -0.270
S -3.38990 5.26718 3.58011 0.605
O -3.71775 6.14517 2.48021 -0.255
O -3.17945 5.87639 4.88829 -0.239
F -4.86786 4.52041 3.80678 -0.239
S -1.32285 4.50353 2.78555 0.373
O -0.36304 4.92358 3.82145 -0.287
O -1.32269 5.22081 1.55265 -0.277
F -0.61150 3.13115 2.35371 -0.239
```

Summary:
* 2S+1: 2
* E_HOMO (alpha / beta): -16.550 / -16.550 eV
* net charge: +4
* largest force on an atom: 0.217 hartree/bohr
* gap between HOMO and LUMO (alpha / beta): 7.7 / 2.9 eV